DFT (ωB97M-V/def2-TZVPD) results for a structure of composition C35H93INNbO14P in a non-equilibrium geometry.

Values from the calculation:
Frontier orbital gap   6.73 eV
Electronic energy   -3193.36463 hartree
Charge   -1

Last column: Mulliken charge in e.
Element x y z (Å)
C  -3.228  -2.882  1.294  -0.95
C  -3.487  -1.643  2.167  -0.16
C  -2.871  -0.346  1.613  -0.59
C  -1.345  -0.299  1.800  0.54
O  -0.737  0.650  0.952  -0.57
Nb  0.810  0.179  -0.262  -1.29
C  1.815  2.145  0.331  -0.42
C  2.243  3.208  -0.690  -0.97
C  1.842  -0.713  1.516  -0.62
C  1.801  -2.235  1.669  -0.50
C  -0.263  -1.654  -1.013  1.24
C  0.536  -2.925  -1.337  0.71
C  0.038  -3.701  -2.585  -0.44
C  -1.459  -3.805  -2.630  0.18
O  -2.073  -4.724  -2.088  -0.68
O  -2.164  -2.796  -3.203  -0.30
C  -1.672  -2.217  -4.408  0.47
C  -1.525  -3.236  -5.536  -1.32
C  2.493  -0.172  -1.758  -0.47
I  4.273  -1.210  -1.147  -0.19
C  2.053  -0.698  -3.142  1.11
C  2.720  0.007  -4.336  -1.85
P  -0.567  1.671  -1.982  0.85
N  0.173  2.199  -3.272  -0.72
O  -1.964  1.003  -2.534  -0.54
O  -1.238  2.929  -1.164  -0.61
H  -4.108  -3.526  1.282  0.44
H  -3.024  -2.615  0.262  0.05
H  -2.413  -3.496  1.677  0.31
H  -3.089  -1.843  3.164  -0.31
H  -4.564  -1.502  2.269  0.60
H  -3.277  0.490  2.190  0.54
H  -3.139  -0.231  0.563  0.04
H  -0.941  -1.308  1.694  -0.38
H  -1.161  -0.019  2.844  0.02
H  2.713  1.856  0.887  0.50
H  1.168  2.635  1.067  0.30
H  1.460  3.510  -1.383  0.13
H  3.107  2.904  -1.287  0.25
H  2.560  4.121  -0.172  0.31
H  1.388  -0.270  2.411  0.42
H  2.881  -0.380  1.589  0.65
H  0.804  -2.672  1.630  -0.03
H  2.223  -2.523  2.639  -0.12
H  2.404  -2.757  0.924  0.09
H  -0.728  -1.319  -1.949  -0.26
H  -1.110  -1.944  -0.400  0.18
H  0.428  -3.614  -0.507  0.02
H  1.603  -2.771  -1.488  -0.26
H  0.401  -4.729  -2.524  0.46
H  0.477  -3.270  -3.484  0.19
H  -2.406  -1.465  -4.683  0.54
H  -0.741  -1.676  -4.228  -0.34
H  -1.848  -2.793  -6.477  0.42
H  -2.194  -4.071  -5.332  0.31
H  -0.507  -3.603  -5.637  0.28
H  2.861  0.842  -1.942  0.16
H  2.268  -1.764  -3.208  0.70
H  0.967  -0.604  -3.224  -0.93
H  1.978  0.420  -5.016  0.33
H  3.357  0.825  -4.009  0.33
H  3.351  -0.684  -4.897  0.44
H  1.147  1.925  -3.253  0.11
H  -2.601  0.995  -1.813  0.25
H  -0.924  2.892  -0.255  0.39
C  4.542  3.319  -8.180  -1.04
C  4.433  2.118  -7.256  -0.27
O  3.748  2.419  -6.051  -0.42
H  5.051  4.139  -7.673  0.27
H  5.095  3.070  -9.088  0.35
H  3.550  3.672  -8.470  0.28
H  5.424  1.776  -6.957  0.30
H  3.933  1.290  -7.772  0.27
H  2.856  2.704  -6.270  0.25
C  2.543  -1.911  6.530  -0.96
C  3.580  -1.553  5.480  -0.18
O  3.289  -0.322  4.830  -0.43
H  1.552  -1.971  6.078  0.16
H  2.768  -2.871  6.997  0.40
H  2.508  -1.151  7.315  0.29
H  3.597  -2.304  4.693  0.22
H  4.579  -1.511  5.930  0.29
H  3.282  0.375  5.491  0.24
C  -2.331  4.003  -6.276  -0.64
C  -2.266  4.817  -4.996  -0.28
O  -3.143  4.320  -3.996  -0.56
H  -3.348  3.994  -6.672  0.27
H  -1.661  4.415  -7.036  -0.01
H  -2.039  2.969  -6.084  0.34
H  -2.571  5.848  -5.181  0.33
H  -1.240  4.823  -4.612  0.24
H  -2.852  3.421  -3.802  0.29
C  -0.406  1.744  7.336  -1.26
C  -0.372  0.944  6.045  0.08
O  -1.583  0.207  5.863  -0.44
H  -0.559  1.086  8.193  0.28
H  0.527  2.292  7.482  0.38
H  -1.226  2.466  7.321  0.38
H  0.437  0.215  6.057  -0.04
H  -0.212  1.605  5.189  0.34
H  -2.307  0.838  5.824  0.26
C  -3.831  -2.906  5.879  -0.95
C  -3.609  -2.792  7.373  -0.20
O  -2.292  -2.332  7.672  -0.42
H  -3.094  -3.575  5.435  0.31
H  -4.830  -3.275  5.640  0.39
H  -3.699  -1.929  5.416  0.14
H  -3.708  -3.759  7.867  0.29
H  -4.347  -2.110  7.812  0.25
H  -2.183  -1.485  7.223  0.19
C  2.826  -6.711  0.205  -0.97
C  1.739  -6.591  1.258  -0.35
O  0.727  -5.673  0.874  -0.40
H  3.271  -5.734  0.011  0.20
H  3.612  -7.398  0.524  0.38
H  2.410  -7.080  -0.736  0.31
H  2.152  -6.207  2.190  0.30
H  1.298  -7.575  1.461  0.28
H  0.328  -5.985  0.056  0.23
C  -2.316  6.197  -9.943  -0.96
C  -0.867  5.766  -10.058  -0.15
O  -0.474  5.541  -11.411  -0.55
H  -2.971  5.445  -10.383  0.28
H  -2.601  6.341  -8.900  0.26
H  -2.485  7.136  -10.478  0.36
H  -0.706  4.823  -9.540  0.21
H  -0.210  6.516  -9.604  0.24
H  -0.592  6.364  -11.891  0.30
C  1.160  7.644  -0.234  -0.95
C  0.890  7.091  1.153  -0.30
O  1.787  6.042  1.494  -0.47
H  1.091  6.848  -0.975  0.23
H  0.444  8.427  -0.492  0.35
H  2.166  8.068  -0.291  0.32
H  -0.107  6.655  1.199  0.27
H  0.945  7.892  1.902  0.28
H  2.682  6.387  1.470  0.27
C  -3.133  -4.375  10.971  -0.78
C  -1.736  -4.963  10.935  -0.24
O  -1.366  -5.371  9.623  -0.53
H  -3.861  -5.098  10.603  0.25
H  -3.417  -4.072  11.980  0.35
H  -3.172  -3.497  10.321  0.11
H  -1.673  -5.854  11.560  0.30
H  -1.009  -4.235  11.312  0.25
H  -1.394  -4.596  9.051  0.30